1.
Density functional theory data (the ωB97M-V functional and the def2-TZVPD basis) for a 2-piece molecular cluster, C4H3F2N overall at a distorted geometry.

ΔE to the lowest compared entry with this formula, charge and spin = 33.9 kcal/mol
Largest force on an atom = 0.074 hartree/bohr
HOMO-LUMO gap (spin up / spin down) = 0.331 / 0.278 hartree
Expectation value of S² = 2.02

Structure (ORCA input):
```
! wB97M-V def2-TZVPD RIJCOSX def2/J DEFGRID3
* xyz 0 3
C -1.64709 -1.12286 0.40390
C -0.40707 0.91205 0.01645
C -1.20545 -0.05860 -0.42329
C 2.08703 0.33332 -0.14347
N -1.77827 -2.13294 0.95196
F 2.56536 0.10405 1.13435
F 2.18653 -0.85299 -0.71668
H -0.17502 1.69517 -0.76504
H -0.03753 1.09684 0.98660
H -1.58849 0.02596 -1.44478
*
```



2.
Density functional theory data (the ωB97M-V functional and the def2-TZVPD basis) for C2H3FLi2ORb as an isolated structure at a distorted geometry.

ΔE to the lowest compared entry with this formula, charge and spin = 19.6 kcal/mol
Largest force on an atom = 0.135 hartree/bohr
HOMO-LUMO gap = 0.144 hartree

Structure (ORCA input):
```
! wB97M-V def2-TZVPD RIJCOSX def2/J DEFGRID3
* xyz 1 1
O 0.88893 -0.75236 -0.84459
C 1.00528 0.33902 -1.39486
C 1.43966 1.50443 -0.67368
Li -0.54922 -1.54635 0.37478
Rb -4.96902 -0.53387 1.83455
F -1.74179 -1.57974 1.64376
H 0.59681 0.50476 -2.39201
H 2.05901 1.33889 0.19418
H 1.49808 2.42595 -1.23033
Li -0.22775 -1.70072 2.48821
*
```



3.
Density functional theory data (the ωB97M-V functional and the def2-TZVPD basis) for C10H17FeN9O2S as an isolated structure at a distorted geometry.

Largest force on an atom = 0.034 hartree/bohr
HOMO-LUMO gap (spin up / spin down) = 0.321 / 0.259 hartree
Expectation value of S² = 8.77

Structure (ORCA input):
```
! wB97M-V def2-TZVPD RIJCOSX def2/J DEFGRID3
* xyz 3 6
Fe 0.56429 -0.60393 0.05074
C 0.71943 -1.75042 -2.57138
C 1.01996 -2.72884 -1.62094
C 0.06427 -3.10400 -0.66830
C -1.18632 -2.47587 -0.64757
C -1.49765 -1.52526 -1.62601
C -0.55364 -1.18024 -2.59433
H 1.43535 -1.51192 -3.34765
H 1.96094 -3.26006 -1.69336
H 0.25196 -3.94139 -0.00773
H -1.94976 -2.80227 0.04727
H -2.50782 -1.13974 -1.68681
H -0.83180 -0.54697 -3.42919
C -2.85946 3.04306 -2.61535
C -2.18252 3.36628 -1.34758
N -2.54617 4.31599 -0.52647
N -1.72427 4.26511 0.51242
C -0.80229 3.30223 0.39039
S 0.45043 2.90109 1.42862
N -1.09157 2.71558 -0.80530
N -0.36899 1.64785 -1.34470
H -3.59731 3.81648 -2.81897
H -3.39384 2.09182 -2.54404
H -2.16434 2.99012 -3.45521
H -1.81201 4.94299 1.26434
H -0.91708 1.25769 -2.10559
H 0.50207 2.00415 -1.73985
N 2.82800 -2.03822 0.94337
N 2.90150 -2.04920 2.35130
C 2.01145 -1.36601 3.08907
N 2.07600 -1.32508 4.39642
N 1.08255 -0.73700 2.33060
N 0.19165 0.11985 2.78801
O 0.03708 0.45015 3.93024
O -0.45792 0.61773 1.81861
H 2.82247 -3.00080 0.61795
H 3.67499 -1.60210 0.58236
H 3.65474 -2.55249 2.80172
H 2.79015 -1.81447 4.92011
H 1.40545 -0.79191 4.93276
*
```



4.
Density functional theory data (the ωB97M-V functional and the def2-TZVPD basis) for a 2-piece molecular cluster, C4H7NS overall at a distorted geometry.

ΔE to the lowest compared entry with this formula, charge and spin = 185.6 kcal/mol
Largest force on an atom = 0.097 hartree/bohr
HOMO-LUMO gap (spin up / spin down) = 0.294 / 0.287 hartree

Structure (ORCA input):
```
! wB97M-V def2-TZVPD RIJCOSX def2/J DEFGRID3
* xyz 0 1
C -1.87195 -0.14532 -0.38669
C -2.57074 0.83535 -1.24277
C 1.15459 -0.17902 0.97131
C 0.91131 -1.00883 -0.36010
N 0.16285 -0.53534 -1.33254
S -2.14140 1.29935 0.43576
H -2.04477 1.35833 -2.13034
H -3.57861 0.67738 -1.48087
H 1.17169 0.98443 0.94211
H 0.41106 -0.39460 1.57966
H 2.03182 -0.33457 1.47913
H 0.44780 -1.97734 -0.07316
H 1.86451 -1.28970 -0.73214
*
```



Number 2 is which compound? C2H3FLi2ORb



Which value of largest force on an atom does entry 2 give? 0.135 hartree/bohr



What is the formula in the second record? C2H3FLi2ORb



Among the records above, which one has the highest largest force on an atom? C2H3FLi2ORb